Formula: C7H11N3O
Source: the OMol25 dataset
Level of theory: the ωB97M-V functional and the def2-TZVPD basis

As for the molar mass: 153.19 g/mol. The calculation puts the lowest unoccupied orbital energy (alpha / beta) at 0.7 / 0.7 eV.

Atoms and positions in Å:
C  2.51  0.20  -0.60
C  1.86  -1.03  -0.97
C  2.12  0.44  0.73
C  1.17  -1.44  0.17
C  -1.36  1.23  0.89
C  -0.93  1.30  -1.13
C  -1.14  0.17  -0.18
N  1.44  -0.67  1.19
N  -2.44  -1.75  0.42
N  -1.86  -0.93  -0.39
O  -1.12  2.24  -0.12
H  3.05  0.72  -1.34
H  1.98  -1.46  -1.98
H  2.13  1.33  1.41
H  -2.38  1.53  1.15
H  -0.71  1.24  1.74
H  0.06  1.36  -1.51
H  -1.63  1.25  -1.88
H  0.89  -0.83  2.09
H  0.54  -2.32  0.37
H  -2.49  -1.20  1.34
H  -1.70  -1.36  -1.38

***

Formula: C4H5NO2
Source: the OMol25 dataset
Level of theory: the ωB97M-V functional and the def2-TZVPD basis

As for the molar mass: 99.09 g/mol. The calculation puts the lowest unoccupied orbital energy at 0.8 eV.

Atoms and positions in Å:
N  -2.21  -0.42  -0.49
C  -0.91  -0.19  -0.28
C  0.17  -1.07  -0.51
C  1.17  -0.22  -0.14
O  2.49  -0.44  -0.07
C  0.71  1.03  0.54
O  -0.68  1.05  0.22
H  -2.90  0.21  -0.13
H  -2.48  -1.37  -0.70
H  0.84  0.79  1.59
H  2.63  -1.36  -0.34
H  1.16  2.01  0.33

***

Formula: C21H21NO2PPtTe4
Source: the OMol25 dataset
Level of theory: the ωB97M-V functional and the def2-TZVPD basis

As for the total charge: -1. As for the molar mass: 1055.86 g/mol. The calculation puts the lowest unoccupied orbital energy (alpha / beta) at 2.3 / 2.3 eV. The spin multiplicity is 3.

Atoms and positions in Å:
Pt  0.75  2.59  1.34
N  4.90  0.99  1.93
C  3.60  1.39  1.81
O  3.29  2.17  0.94
C  2.69  0.72  2.81
C  1.28  1.28  2.92
H  5.59  1.43  1.34
H  5.22  0.47  2.73
H  3.20  0.76  3.78
H  2.65  -0.34  2.51
H  1.08  1.60  3.95
H  0.54  0.50  2.69
Te  1.25  4.36  3.12
Te  0.46  6.64  1.80
Te  -1.72  5.55  0.57
Te  -0.86  3.22  -0.52
O  0.88  0.59  -0.06
P  -0.22  -0.28  -0.56
C  -1.30  0.53  -1.77
C  -0.64  1.06  -2.89
C  -1.36  1.68  -3.89
C  -2.75  1.75  -3.81
C  -3.40  1.17  -2.73
C  -2.69  0.54  -1.73
C  -1.26  -0.87  0.80
C  -1.22  -2.19  1.25
C  -1.88  -2.55  2.40
C  -2.58  -1.61  3.14
C  -2.60  -0.29  2.72
C  -1.94  0.08  1.56
C  0.42  -1.72  -1.41
C  1.80  -1.85  -1.61
C  2.30  -2.93  -2.28
C  1.44  -3.92  -2.78
C  0.07  -3.78  -2.61
C  -0.45  -2.69  -1.94
H  0.44  1.02  -2.91
H  -0.84  2.12  -4.73
H  -3.31  2.26  -4.58
H  -4.48  1.22  -2.67
H  -3.21  0.10  -0.89
H  -0.66  -2.92  0.68
H  -1.83  -3.58  2.74
H  -3.08  -1.90  4.05
H  -3.12  0.46  3.30
H  -1.95  1.12  1.25
H  2.45  -1.08  -1.21
H  3.37  -3.04  -2.43
H  1.84  -4.77  -3.30
H  -0.60  -4.53  -3.01
H  -1.51  -2.56  -1.81

***

Formula: C4H7NO2
Source: the OMol25 dataset
Level of theory: the ωB97M-V functional and the def2-TZVPD basis

As for the molar mass: 101.10 g/mol. The calculation puts the lowest unoccupied orbital energy at 0.9 eV.

Atoms and positions in Å:
O  -0.78  -0.55  1.47
C  -0.97  -0.03  0.17
C  -0.24  1.32  0.03
O  1.10  1.12  0.48
C  1.62  -0.09  0.19
N  1.12  -1.03  -0.50
C  -0.30  -0.89  -0.89
H  -0.10  -1.23  1.38
H  -2.04  0.06  0.07
H  -0.22  1.63  -1.02
H  -0.68  2.12  0.62
H  2.55  -0.23  0.74
H  -0.42  -0.41  -1.87
H  -0.75  -1.88  -0.97

***

Formula: C11H11NS
Source: the OMol25 dataset
Level of theory: the ωB97M-V functional and the def2-TZVPD basis

As for the molar mass: 189.28 g/mol. The calculation puts the lowest unoccupied orbital energy (alpha / beta) at 0.8 / -2.3 eV. The spin multiplicity is 3.

Atoms and positions in Å:
C  2.55  0.13  -0.97
C  1.33  0.58  -1.12
C  -2.00  1.44  -0.10
C  1.90  -1.32  0.92
C  -1.37  0.28  -0.17
C  0.64  -0.86  0.75
C  -1.55  -1.13  0.29
C  2.97  -0.45  0.43
C  -1.01  2.61  -0.03
C  0.42  0.41  0.03
C  -2.77  -1.92  0.00
N  -0.51  -1.61  0.87
S  0.33  1.93  1.00
H  3.21  0.16  -1.74
H  1.17  0.99  -2.17
H  -3.09  1.45  0.02
H  2.02  -2.20  1.40
H  4.01  -0.68  0.25
H  3.12  0.36  1.06
H  -0.77  2.71  -1.09
H  -1.51  3.39  0.52
H  -2.60  -2.80  -0.66
H  -3.42  -1.18  -0.35
H  -3.06  -2.28  0.88

***

Formula: H7ISi3
Source: the OMol25 dataset
Level of theory: the ωB97M-V functional and the def2-TZVPD basis

As for the molar mass: 218.22 g/mol. The calculation puts the lowest unoccupied orbital energy at -1.8 eV.

Atoms and positions in Å:
Si  0.54  -1.56  -1.12
Si  -0.67  1.90  0.86
Si  0.92  0.42  0.04
I  2.67  2.44  -1.86
H  -0.87  -1.62  -1.50
H  1.37  -1.74  -2.31
H  0.78  -2.68  -0.21
H  -1.98  1.49  0.32
H  -0.43  3.30  0.54
H  -0.76  1.77  2.32
H  2.12  0.35  0.89

***

Formula: HN2O4
Source: the OMol25 dataset
Level of theory: the ωB97M-V functional and the def2-TZVPD basis

As for the total charge: +1. As for the molar mass: 93.02 g/mol. The calculation puts the lowest unoccupied orbital energy at -7.5 eV.

Atoms and positions in Å:
N  0.84  -0.51  0.27
N  0.82  -1.37  -0.45
O  0.79  -2.36  -0.97
O  -1.33  0.85  -0.01
O  0.97  0.71  0.55
O  -0.21  1.52  -0.17
H  -1.88  1.16  0.79

***

Formula: C33H88CuF2NO37S13
Source: the OMol25 dataset
Level of theory: the ωB97M-V functional and the def2-TZVPD basis

As for the total charge: +1. As for the molar mass: 1609.45 g/mol. The calculation puts the lowest unoccupied orbital energy (alpha / beta) at -7.3 / -8.1 eV. The spin multiplicity is 2.

Atoms and positions in Å:
Cu  0.70  -3.35  5.01
N  -0.76  -1.26  1.19
S  -2.09  -0.97  0.44
O  -2.47  -2.00  -0.52
O  -2.42  0.38  0.04
F  -3.18  -1.28  1.62
S  0.19  -0.70  -0.18
O  0.49  0.72  -0.23
O  0.02  -1.41  -1.40
F  1.61  -1.46  0.33
O  -1.99  2.61  8.03
S  -2.00  1.40  8.90
O  -1.21  0.22  8.45
O  -1.68  1.81  10.44
C  -1.42  0.75  11.38
C  0.11  0.54  11.54
C  -3.77  0.88  9.13
H  -1.97  -0.18  11.25
H  -1.78  1.03  12.37
H  0.69  1.29  12.09
H  0.69  0.35  10.64
H  0.30  -0.38  12.10
H  -3.96  0.32  8.21
H  -4.37  1.74  9.43
H  -3.78  0.11  9.91
O  10.12  -7.28  -2.53
S  9.42  -8.46  -3.12
O  9.52  -8.71  -4.59
O  9.80  -9.85  -2.29
C  9.08  -11.06  -2.70
C  10.03  -12.23  -2.32
C  7.65  -8.23  -2.70
H  8.73  -11.05  -3.73
H  8.19  -11.12  -2.07
H  10.23  -12.14  -1.25
H  10.91  -12.41  -2.94
H  9.38  -13.10  -2.37
H  7.40  -7.18  -2.89
H  7.49  -8.27  -1.62
H  7.00  -8.86  -3.30
O  -4.81  -6.28  4.15
S  -6.23  -6.67  4.32
O  -7.01  -5.90  5.31
O  -7.00  -6.65  2.79
C  -8.40  -6.48  2.74
C  -8.63  -6.14  1.35
C  -6.44  -8.47  4.76
H  -8.74  -5.64  3.34
H  -8.98  -7.34  3.06
H  -9.65  -5.78  1.18
H  -8.45  -7.01  0.72
H  -7.92  -5.38  1.03
H  -7.31  -8.85  4.22
H  -6.43  -8.58  5.84
H  -5.65  -9.04  4.27
O  9.52  5.32  1.92
S  10.65  5.31  0.91
O  11.99  5.41  1.38
O  10.50  3.97  -0.11
C  9.24  3.65  -0.59
C  9.08  2.36  -1.41
C  10.43  6.73  -0.25
H  8.85  4.45  -1.22
H  8.59  3.48  0.27
H  9.79  2.33  -2.22
H  8.05  2.29  -1.78
H  9.11  1.47  -0.78
H  10.26  7.58  0.41
H  9.53  6.58  -0.85
H  11.30  6.92  -0.87
O  -9.35  3.29  -2.31
S  -9.36  1.84  -2.16
O  -8.17  1.06  -2.52
O  -9.89  1.47  -0.60
C  -10.73  2.37  0.13
C  -10.23  2.55  1.55
C  -10.88  1.15  -3.05
H  -11.75  1.98  0.06
H  -10.69  3.31  -0.42
H  -9.14  2.66  1.50
H  -10.61  1.78  2.22
H  -10.41  3.53  2.01
H  -11.00  1.44  -4.09
H  -11.71  1.67  -2.57
H  -10.95  0.08  -2.86
O  7.60  1.34  6.37
S  6.25  1.45  6.95
O  5.31  0.35  6.87
O  6.42  1.71  8.61
C  7.51  2.47  9.07
C  7.61  2.38  10.57
C  5.41  3.06  6.47
H  7.44  3.48  8.69
H  8.45  2.03  8.74
H  6.80  2.91  11.06
H  8.54  2.85  10.90
H  7.55  1.37  10.97
H  5.30  3.03  5.38
H  6.19  3.80  6.65
H  4.47  3.26  6.98
O  2.16  -9.78  0.83
S  1.14  -9.32  1.80
O  1.15  -7.91  2.21
O  -0.39  -9.73  1.27
C  -1.00  -8.91  0.27
C  -0.15  -8.56  -0.94
C  1.16  -10.38  3.27
H  -1.26  -7.94  0.70
H  -1.94  -9.37  -0.02
H  -0.76  -7.96  -1.62
H  0.10  -9.43  -1.54
H  0.77  -8.01  -0.75
H  2.16  -10.30  3.71
H  0.93  -11.39  2.94
H  0.34  -10.07  3.92
O  -6.34  -7.20  -9.24
S  -4.90  -7.02  -9.32
O  -3.98  -8.10  -8.90
O  -4.55  -6.50  -10.81
C  -3.29  -6.29  -11.25
C  -3.23  -5.20  -12.29
C  -4.58  -5.50  -8.41
H  -2.89  -7.25  -11.60
H  -2.64  -5.93  -10.45
H  -3.63  -4.24  -11.96
H  -3.60  -5.50  -13.27
H  -2.18  -5.06  -12.52
H  -5.22  -4.70  -8.77
H  -3.52  -5.22  -8.39
H  -4.72  -5.80  -7.37
O  5.59  8.51  -3.99
S  4.65  9.50  -3.45
O  3.25  9.51  -3.90
O  4.65  9.56  -1.81
C  3.56  8.95  -1.17
C  3.76  9.19  0.34
C  5.35  11.19  -3.72
H  3.46  7.91  -1.49
H  2.67  9.46  -1.54
H  4.79  8.94  0.62
H  3.05  8.83  1.08
H  3.67  10.25  0.58
H  5.41  11.39  -4.79
H  6.36  11.10  -3.31
H  4.64  11.80  -3.17
O  -4.26  10.64  0.54
S  -5.39  10.06  1.34
O  -5.54  10.03  2.77
O  -6.81  10.67  0.74
C  -6.87  10.93  -0.66
C  -8.31  11.22  -1.23
C  -5.54  8.32  0.70
H  -6.47  10.09  -1.23
H  -6.33  11.84  -0.94
H  -9.02  10.45  -0.93
H  -8.25  11.15  -2.31
H  -8.63  12.16  -0.78
H  -6.58  8.03  0.53
H  -5.08  7.67  1.44
H  -4.95  8.19  -0.21
O  -0.94  5.15  -8.82
S  -0.84  3.99  -7.94
O  -1.37  2.66  -8.35
O  0.74  3.83  -7.54
C  1.13  2.58  -6.92
C  2.60  2.43  -7.30
C  -1.47  4.49  -6.26
H  0.66  1.66  -7.27
H  0.99  2.68  -5.85
H  3.13  3.33  -6.99
H  2.82  2.42  -8.37
H  3.15  1.58  -6.88
H  -2.52  4.74  -6.33
H  -0.91  5.37  -5.95
H  -1.28  3.64  -5.59

***

Formula: C21H21N3O8
Source: the OMol25 dataset
Level of theory: the ωB97M-V functional and the def2-TZVPD basis

As for the molar mass: 443.41 g/mol. The calculation puts the lowest unoccupied orbital energy at -0.9 eV.

Atoms and positions in Å:
N  2.89  -3.95  1.65
N  2.64  -2.87  0.75
C  2.38  -1.57  1.34
O  3.15  -0.67  1.44
C  0.87  -1.71  1.73
C  0.07  -1.08  2.75
C  -1.33  -1.51  2.83
C  -1.92  -2.51  1.95
C  -3.39  -2.96  2.10
C  -3.78  -3.87  3.17
C  -5.20  -4.19  3.11
C  -6.03  -3.58  2.12
N  -5.72  -2.72  1.10
C  -4.38  -2.48  1.17
C  -1.10  -3.15  0.90
C  0.28  -2.73  0.83
C  1.47  -3.17  -0.08
O  1.50  -3.62  -1.18
H  2.40  -3.83  2.55
H  2.42  -4.77  1.22
H  0.52  -0.34  3.44
H  -1.94  -1.04  3.65
H  -3.05  -4.29  3.89
H  -5.64  -4.90  3.85
H  -7.12  -3.85  2.16
H  -4.00  -1.81  0.35
H  -1.48  -3.93  0.22
C  3.86  1.16  -0.77
C  3.27  0.88  -2.13
C  4.31  0.68  -3.20
O  3.62  1.11  -4.38
C  2.68  2.01  -3.98
O  2.06  2.71  -4.71
O  2.55  2.01  -2.62
H  4.39  2.12  -0.76
H  3.06  1.24  -0.03
H  4.54  0.37  -0.45
H  2.59  0.03  -2.08
H  4.62  -0.36  -3.30
H  5.20  1.31  -3.07
C  0.06  5.48  -2.54
C  -0.35  4.78  -1.26
C  -1.39  3.72  -1.46
O  -2.07  3.72  -0.21
C  -1.93  4.97  0.32
O  -2.53  5.37  1.27
O  -1.01  5.69  -0.37
H  -0.77  6.05  -2.96
H  0.86  6.20  -2.34
H  0.42  4.76  -3.28
H  0.53  4.38  -0.75
H  -0.96  2.74  -1.67
H  -2.11  3.96  -2.25

***

Formula: C4H5O2S
Source: the OMol25 dataset
Level of theory: the ωB97M-V functional and the def2-TZVPD basis

As for the total charge: -1. As for the molar mass: 117.15 g/mol. The calculation puts the lowest unoccupied orbital energy (alpha / beta) at 3.6 / 3.6 eV.

Atoms and positions in Å:
C  0.00  1.27  0.53
C  0.13  0.06  1.49
C  0.43  -0.03  -1.66
C  -0.65  0.65  -0.86
O  1.09  -1.19  3.51
O  -0.61  -1.15  1.58
S  -0.13  -0.51  3.04
H  1.05  -0.87  -1.12
H  1.22  0.61  -1.89
H  0.06  -0.54  -2.59
H  -1.51  0.17  -0.65
H  -1.09  1.56  -1.37

***

Formula: C42H37ILaN7O2S
Source: the OMol25 dataset
Level of theory: the ωB97M-V functional and the def2-TZVPD basis

As for the molar mass: 969.68 g/mol. The calculation puts the lowest unoccupied orbital energy at 0.0 eV.

Atoms and positions in Å:
La  -0.27  -1.15  1.02
I  2.93  -1.20  1.86
C  3.37  -2.99  0.86
C  4.62  -3.48  1.04
C  5.03  -4.62  0.30
C  4.18  -5.16  -0.62
C  2.88  -4.64  -0.82
C  2.02  -5.20  -1.80
C  0.77  -4.68  -1.99
C  0.32  -3.61  -1.18
C  1.07  -3.01  -0.19
C  2.40  -3.54  -0.05
H  5.31  -3.02  1.74
H  6.02  -5.02  0.44
H  4.49  -6.01  -1.22
H  2.38  -6.03  -2.39
H  0.12  -5.11  -2.74
H  -0.71  -3.28  -1.35
S  -2.36  -3.36  1.00
C  -3.22  -2.29  2.06
C  -4.53  -2.53  2.54
C  -5.14  -1.61  3.35
C  -4.48  -0.43  3.70
C  -3.21  -0.25  3.20
N  -2.59  -1.16  2.43
H  -5.02  -3.45  2.25
H  -6.14  -1.80  3.73
H  -4.93  0.32  4.32
H  -2.64  0.65  3.40
N  -2.50  -0.01  -3.04
C  -3.68  -0.10  -2.33
C  -3.32  -0.43  -1.07
N  -1.94  -0.54  -0.99
C  -1.49  -0.28  -2.19
C  -0.06  -0.31  -2.48
N  0.81  -0.42  -1.52
C  2.05  -0.42  -2.11
C  1.90  -0.31  -3.46
N  0.55  -0.25  -3.69
H  -2.42  0.26  -4.01
H  -4.63  0.09  -2.78
H  -3.94  -0.62  -0.21
H  2.95  -0.52  -1.54
H  2.62  -0.28  -4.26
H  0.11  -0.19  -4.60
C  2.55  5.00  -5.29
C  2.69  5.11  -3.80
C  3.62  6.00  -3.26
C  3.78  6.13  -1.89
C  2.98  5.38  -1.04
C  2.03  4.50  -1.56
N  1.25  3.76  -0.63
C  -0.12  3.88  -0.54
C  -0.77  4.99  -1.11
C  -2.14  5.14  -1.01
C  -2.92  4.21  -0.32
C  -2.28  3.14  0.28
C  -0.90  2.95  0.19
C  -0.30  1.77  0.87
O  0.87  1.39  0.62
O  -1.04  1.09  1.67
C  1.90  4.34  -2.94
C  0.93  3.33  -3.50
H  3.23  5.69  -5.79
H  1.53  5.23  -5.62
H  2.77  3.99  -5.65
H  4.24  6.58  -3.93
H  4.51  6.81  -1.48
H  3.05  5.48  0.04
H  1.61  2.88  -0.27
H  -0.18  5.73  -1.63
H  -2.61  6.00  -1.46
H  -3.99  4.33  -0.24
H  -2.84  2.40  0.85
H  -0.04  3.79  -3.74
H  0.73  2.54  -2.78
H  1.32  2.88  -4.41
C  -2.09  -3.82  6.95
C  -1.31  -3.34  5.76
C  -1.01  -4.20  4.71
C  -0.36  -3.71  3.59
N  0.02  -2.43  3.48
C  -0.22  -1.62  4.51
C  -0.88  -2.02  5.65
H  -1.82  -4.84  7.22
H  -3.16  -3.80  6.73
H  -1.93  -3.18  7.82
H  -1.30  -5.24  4.74
H  -0.15  -4.35  2.74
H  0.11  -0.59  4.40
H  -1.08  -1.30  6.44